[1]
C32H29F48N2O6 | ωB97M-V with the def2-TZVPD basis set

Summary:
* calculated total energy: -179356.641 eV
* 2S+1: 1
* Kohn-Sham gap: 2.77 eV
* strongest force on any atom: 1.61 eV Å⁻¹
* net charge: -1

Geometry (Å):
N (-0.373, -4.484, -1.296)
C (-1.082, -3.751, -2.073)
C (-2.594, -3.628, -1.787)
N (-3.213, -4.950, -1.791)
H (0.600, -4.481, -1.599)
H (-0.587, -3.252, -2.927)
H (-2.790, -3.192, -0.789)
H (-3.024, -2.941, -2.557)
H (-2.646, -5.565, -2.376)
C (5.093, -3.723, -1.119)
C (3.763, -4.446, -1.442)
C (3.486, -5.789, -0.747)
F (4.391, -6.734, -1.060)
F (2.283, -6.277, -1.118)
F (3.643, -4.566, -2.781)
F (2.784, -3.586, -1.046)
O (6.186, -3.857, -2.045)
C (7.058, -4.937, -1.950)
C (7.005, -5.836, -3.189)
F (5.774, -6.316, -3.412)
F (7.834, -6.892, -3.022)
F (6.874, -5.611, -0.807)
F (8.300, -4.415, -1.876)
H (4.849, -2.666, -1.166)
H (5.418, -3.890, -0.093)
H (3.469, -5.668, 0.340)
H (7.316, -5.277, -4.075)
C (-1.892, -2.193, 3.933)
C (-3.336, -2.658, 3.636)
C (-3.893, -3.847, 4.427)
F (-3.218, -4.984, 4.225)
F (-5.173, -4.080, 4.044)
F (-3.474, -2.859, 2.320)
F (-4.134, -1.586, 3.955)
O (-0.838, -2.593, 3.051)
C (-0.161, -3.802, 3.210)
C (-0.367, -4.746, 2.024)
F (-1.659, -5.015, 1.835)
F (0.265, -5.927, 2.259)
F (-0.463, -4.362, 4.397)
F (1.153, -3.491, 3.271)
H (-1.923, -1.113, 3.799)
H (-1.621, -2.343, 4.969)
H (-3.898, -3.629, 5.500)
H (0.027, -4.309, 1.101)
C (4.857, 1.626, -3.229)
C (4.909, 2.117, -4.694)
C (4.161, 1.304, -5.757)
F (4.625, 0.055, -5.888)
F (4.315, 1.907, -6.967)
F (6.196, 2.302, -5.052)
F (4.327, 3.352, -4.702)
O (5.970, 0.897, -2.697)
C (6.081, -0.485, -2.839)
C (7.299, -0.882, -3.675)
F (7.260, -0.327, -4.899)
F (7.344, -2.216, -3.839)
F (4.935, -1.008, -3.293)
F (6.240, -0.973, -1.593)
H (4.861, 2.540, -2.635)
H (3.911, 1.140, -2.995)
H (3.092, 1.263, -5.533)
H (8.220, -0.558, -3.186)
C (-3.802, 2.155, 5.938)
C (-3.791, 3.520, 6.665)
C (-2.632, 4.482, 6.384)
F (-1.436, 3.988, 6.740)
F (-2.810, 5.620, 7.101)
F (-3.924, 3.315, 7.992)
F (-4.915, 4.170, 6.262)
O (-3.354, 0.986, 6.639)
C (-2.014, 0.609, 6.678)
C (-1.438, 0.634, 8.096)
F (-1.541, 1.850, 8.656)
F (-0.128, 0.308, 8.062)
F (-1.290, 1.321, 5.805)
F (-1.975, -0.667, 6.240)
H (-4.859, 1.945, 5.769)
H (-3.363, 2.219, 4.943)
H (-2.601, 4.751, 5.325)
H (-1.965, -0.080, 8.733)
C (-9.527, 0.471, 5.295)
C (-9.353, 1.892, 5.882)
C (-9.736, 3.093, 5.011)
F (-9.008, 3.188, 3.890)
F (-9.526, 4.237, 5.709)
F (-8.093, 2.027, 6.345)
F (-10.171, 1.951, 6.971)
O (-8.387, -0.214, 4.770)
C (-7.971, -0.052, 3.447)
C (-6.582, 0.582, 3.352)
F (-6.538, 1.788, 3.962)
F (-6.249, 0.771, 2.060)
F (-8.898, 0.607, 2.733)
F (-7.895, -1.281, 2.921)
H (-9.806, -0.143, 6.151)
H (-10.377, 0.413, 4.614)
H (-10.795, 3.052, 4.740)
H (-5.838, -0.065, 3.818)
C (3.573, 5.348, -7.068)
C (2.049, 5.509, -7.269)
C (1.464, 5.242, -8.660)
F (1.939, 6.072, -9.603)
F (0.121, 5.424, -8.624)
F (1.673, 6.728, -6.827)
F (1.463, 4.602, -6.439)
O (4.397, 6.524, -7.072)
C (4.903, 7.072, -8.247)
C (4.364, 8.480, -8.509)
F (3.024, 8.498, -8.587)
F (4.848, 8.943, -9.684)
F (4.725, 6.243, -9.285)
F (6.235, 7.176, -8.073)
H (3.680, 4.979, -6.052)
H (3.989, 4.561, -7.698)
H (1.657, 4.211, -8.969)
H (4.668, 9.158, -7.709)



[2]
C32H29HgN2O4P2 | ωB97M-V with the def2-TZVPD basis set

Summary:
* calculated total energy: -67578.141 eV
* 2S+1: 2
* Kohn-Sham gap (spin up / spin down): 7.14 / 7.27 eV
* strongest force on any atom: 0.42 eV Å⁻¹
* energy above the lowest of the compared OMol25 structures with the same formula, charge and spin: 0.5 kcal/mol

Geometry (Å):
Hg (-0.608, -0.708, -1.333)
C (2.361, -0.562, 1.592)
C (2.948, 0.070, 0.328)
P (2.141, -0.320, -1.294)
C (2.939, 0.895, -2.381)
C (4.319, 1.117, -2.394)
C (4.860, 2.092, -3.214)
C (4.029, 2.858, -4.024)
C (2.659, 2.654, -4.005)
C (2.111, 1.677, -3.183)
C (2.849, -1.952, -1.691)
C (2.309, -3.050, -1.017)
C (2.794, -4.328, -1.242)
C (3.808, -4.531, -2.168)
C (4.326, -3.453, -2.868)
C (3.853, -2.169, -2.631)
C (1.114, 0.146, 2.134)
P (-0.488, -0.308, 1.358)
C (-1.598, 0.996, 1.966)
C (-2.660, 0.775, 2.839)
C (-3.480, 1.831, 3.213)
C (-3.239, 3.111, 2.733)
C (-2.163, 3.342, 1.886)
C (-1.354, 2.288, 1.496)
C (-1.011, -1.830, 2.205)
C (-0.272, -2.461, 3.201)
C (-0.712, -3.658, 3.753)
C (-1.896, -4.232, 3.321)
C (-2.641, -3.610, 2.326)
C (-2.195, -2.427, 1.765)
H (3.129, -0.499, 2.366)
H (2.182, -1.631, 1.447)
H (3.999, -0.216, 0.235)
H (2.926, 1.160, 0.418)
H (4.975, 0.528, -1.764)
H (5.929, 2.259, -3.221)
H (4.454, 3.622, -4.663)
H (2.007, 3.262, -4.619)
H (1.036, 1.546, -3.136)
H (1.482, -2.911, -0.328)
H (2.366, -5.167, -0.709)
H (4.182, -5.530, -2.354)
H (5.103, -3.608, -3.606)
H (4.259, -1.340, -3.194)
H (1.209, 1.226, 1.990)
H (1.016, -0.004, 3.212)
H (-2.859, -0.220, 3.216)
H (-4.315, 1.652, 3.879)
H (-3.896, 3.926, 3.002)
H (-1.980, 4.336, 1.497)
H (-0.536, 2.462, 0.802)
H (0.653, -2.026, 3.558)
H (-0.126, -4.139, 4.525)
H (-2.238, -5.163, 3.754)
H (-3.566, -4.056, 1.983)
H (-2.768, -1.948, 0.978)
O (-4.071, 4.503, -0.648)
C (-4.802, 3.492, -0.239)
O (-5.816, 3.629, 0.408)
C (-4.356, 2.122, -0.633)
C (-5.126, 1.009, -0.393)
N (-4.418, -0.052, -0.811)
N (-3.216, 0.291, -1.295)
C (-3.153, 1.609, -1.189)
C (-1.889, 2.322, -1.617)
O (-1.968, 3.553, -1.796)
O (-0.839, 1.641, -1.743)
H (-3.253, 4.192, -1.176)
H (-6.109, 0.929, 0.038)
H (-4.706, -1.014, -0.845)



[3]
C32H29NPPtTe | ωB97M-V with the def2-TZVPD basis set

Summary:
* calculated total energy: -54939.194 eV
* 2S+1: 5
* Kohn-Sham gap (spin up / spin down): 5.36 / 3.54 eV
* strongest force on any atom: 3.30 eV Å⁻¹
* energy above the lowest of the compared OMol25 structures with the same formula, charge and spin: 45.2 kcal/mol
* net charge: +3

Geometry (Å):
Pt (0.347, -0.986, 0.331)
C (3.881, 3.560, -2.404)
C (3.022, 2.489, -2.370)
C (1.859, 2.488, -1.561)
C (1.493, 3.680, -0.844)
C (2.358, 4.792, -0.952)
C (3.483, 4.747, -1.757)
P (2.009, -1.009, -1.071)
C (1.663, -2.304, -2.244)
C (0.689, -2.258, -3.222)
C (0.308, -3.396, -3.910)
C (0.796, -4.661, -3.556)
C (1.740, -4.757, -2.504)
C (2.192, -3.608, -1.925)
C (-0.966, 1.681, -0.624)
C (-1.426, 2.294, -1.819)
C (-2.298, 1.558, -2.640)
C (-2.687, 0.213, -2.343)
C (-1.934, -0.454, -1.374)
C (-0.974, 0.247, -0.569)
H (4.784, 3.507, -3.087)
H (3.177, 1.613, -2.937)
H (1.262, 1.620, -1.447)
H (2.161, 5.713, -0.401)
H (4.097, 5.658, -1.807)
H (0.314, -1.269, -3.369)
H (-0.452, -3.315, -4.676)
H (0.436, -5.562, -4.044)
H (1.994, -5.697, -2.026)
H (3.104, -3.588, -1.264)
H (-1.302, 3.333, -2.050)
H (-2.692, 2.102, -3.513)
H (-3.465, -0.330, -2.889)
H (-1.905, -1.570, -1.303)
C (0.635, 5.323, 3.446)
C (0.264, 4.373, 2.336)
C (-0.310, 3.106, 2.623)
C (-0.567, 2.193, 1.602)
N (-0.335, 2.480, 0.309)
C (0.188, 3.806, -0.053)
C (0.423, 4.733, 1.075)
H (1.718, 5.615, 3.400)
H (0.443, 4.865, 4.374)
H (0.073, 6.262, 3.464)
H (-0.474, 2.858, 3.711)
H (-1.222, 1.335, 1.843)
H (-0.584, 4.318, -0.579)
H (0.574, 5.833, 0.893)
C (0.461, -3.854, 2.585)
Te (0.777, -1.677, 2.785)
C (-1.286, -1.849, 3.576)
C (-1.869, -3.072, 2.941)
C (-3.225, -3.281, 2.806)
C (-3.692, -4.439, 2.189)
C (-2.850, -5.427, 1.659)
C (-1.461, -5.265, 1.850)
C (-0.957, -4.132, 2.495)
H (1.052, -4.298, 3.398)
H (1.020, -4.113, 1.631)
H (-1.803, -0.902, 3.278)
H (-1.226, -1.905, 4.692)
H (-3.944, -2.592, 3.198)
H (-4.774, -4.487, 1.972)
H (-3.267, -6.276, 1.168)
H (-0.849, -6.062, 1.504)



[4]
C32H30As2IrN9O | ωB97M-V with the def2-TZVPD basis set

Summary:
* calculated total energy: -173629.269 eV
* 2S+1: 5
* Kohn-Sham gap (spin up / spin down): 6.16 / 5.94 eV
* strongest force on any atom: 0.53 eV Å⁻¹
* energy above the lowest of the compared OMol25 structures with the same formula, charge and spin: 0.0 kcal/mol
* net charge: +2

Geometry (Å):
Ir (0.960, 0.379, 0.356)
C (2.136, 1.196, -3.974)
C (2.115, 1.149, -2.586)
N (1.151, 0.496, -1.943)
C (0.217, -0.123, -2.680)
C (0.276, -0.081, -4.067)
N (1.222, 0.586, -4.715)
C (-0.792, -0.907, -1.926)
C (-1.954, -1.427, -2.464)
C (-2.801, -2.196, -1.658)
C (-2.399, -2.425, -0.338)
C (-1.222, -1.867, 0.129)
N (-0.458, -1.104, -0.651)
C (-0.661, -2.073, 1.486)
C (-1.113, -3.052, 2.359)
N (-0.533, -3.282, 3.530)
C (0.524, -2.540, 3.824)
C (0.998, -1.554, 2.967)
N (0.399, -1.317, 1.806)
C (-4.076, -2.752, -2.185)
C (-4.765, -3.759, -1.512)
C (-5.951, -4.234, -2.047)
N (-6.492, -3.788, -3.175)
C (-5.831, -2.829, -3.813)
C (-4.635, -2.285, -3.373)
H (2.914, 1.742, -4.492)
H (2.867, 1.639, -1.981)
H (-0.445, -0.612, -4.675)
H (-2.197, -1.248, -3.499)
H (-3.010, -3.014, 0.327)
H (-1.954, -3.683, 2.106)
H (1.019, -2.730, 4.768)
H (1.864, -0.953, 3.213)
H (-4.402, -4.205, -0.599)
H (-6.491, -5.022, -1.536)
H (-6.278, -2.467, -4.731)
H (-4.186, -1.496, -3.957)
C (-1.976, 1.204, 2.661)
As (-0.885, 1.900, 1.221)
C (-2.187, 2.699, 0.035)
C (0.043, 3.383, 2.053)
C (-0.698, 4.438, 2.579)
C (-0.070, 5.493, 3.221)
C (1.311, 5.499, 3.351)
C (2.057, 4.454, 2.832)
C (1.436, 3.392, 2.178)
As (2.549, 1.991, 1.429)
C (3.795, 2.982, 0.331)
C (3.641, 1.393, 2.907)
H (-2.578, 2.010, 3.079)
H (-1.336, 0.791, 3.438)
H (-2.632, 0.426, 2.271)
H (-2.864, 3.347, 0.590)
H (-2.759, 1.896, -0.430)
H (-1.677, 3.277, -0.733)
H (-1.779, 4.450, 2.493)
H (-0.657, 6.309, 3.621)
H (1.807, 6.317, 3.856)
H (3.136, 4.477, 2.942)
H (4.310, 3.715, 0.951)
H (3.255, 3.502, -0.458)
H (4.523, 2.294, -0.096)
H (4.328, 2.185, 3.201)
H (4.202, 0.513, 2.596)
H (2.997, 1.149, 3.751)
N (4.821, -1.715, -1.662)
C (3.702, -1.724, -0.934)
O (3.438, -0.999, 0.015)
C (2.636, -2.700, -1.368)
C (1.893, -3.343, -0.369)
N (1.295, -3.870, 0.466)
C (2.311, -2.857, -2.718)
N (2.014, -2.931, -3.833)
H (5.003, -2.402, -2.375)
H (5.576, -1.107, -1.383)



- calculated total energy of number 2 (C32H29HgN2O4P2)?
  -67578.141 eV



- Among the records above, which one has the lowest 2S+1?
  C32H29F48N2O6



- Look up the calculated total energy of the first one.
  -179356.641 eV